Record 1
{"formula": "C18H25N3O2", "method": "ωB97M-V/def2-TZVPD", "species": ["C", "H", "H", "H", "C", "H", "H", "H", "H", "H", "N", "H", "H", "C", "C", "C", "H", "H", "C", "C", "C", "C", "C", "H", "C", "N", "H", "H", "C", "H", "C", "H", "H", "H", "C", "O", "H", "N", "O", "C", "H", "H", "H", "C", "H", "C", "H", "C"], "coordinates": [[-2.49, 5.21, 1.16], [-1.30, -0.88, 1.90], [-0.75, 1.01, 0.83], [-2.77, -3.86, -0.06], [-1.15, -1.12, 0.85], [2.94, 0.84, -1.18], [1.75, -0.80, 0.61], [6.66, -1.53, -0.77], [-2.30, 4.20, -0.70], [-2.22, -3.17, -2.58], [1.05, -3.05, -1.50], [4.38, -2.38, -1.73], [-1.96, 6.11, 0.87], [4.59, -2.16, -0.69], [1.60, -0.73, -0.47], [6.08, -2.39, -0.44], [-3.07, -1.88, -2.06], [-1.66, 0.45, -0.51], [1.34, -2.05, -1.01], [-3.90, 2.92, 2.14], [2.94, -0.24, -1.09], [-3.39, 2.96, 0.75], [0.45, 0.24, -0.79], [0.88, 1.24, -0.69], [-2.47, -1.77, 0.36], [-0.24, 0.00, -3.29], [6.28, -2.57, 0.62], [-3.10, -1.04, -0.14], [4.16, -0.74, -0.32], [6.45, -3.25, -0.98], [-3.00, 5.16, 2.55], [-3.02, -2.09, 1.24], [3.94, -0.69, 0.74], [5.00, -0.07, -0.52], [-2.28, -3.01, -0.54], [-3.54, 2.03, -0.01], [-4.42, 2.01, 2.43], [-2.87, -2.86, -1.88], [-2.83, 6.09, 3.31], [0.08, 0.14, -2.20], [4.06, -2.88, -0.07], [-1.22, -3.27, -0.60], [2.98, -0.65, -2.10], [-0.81, 0.20, 0.12], [-0.37, -1.87, 0.81], [-2.67, 4.19, 0.32], [-4.08, 3.93, 4.00], [-3.72, 3.94, 2.98]], "nbo_charge": [-0.23, 0.21, 0.21, 0.17, -0.41, 0.21, 0.25, 0.20, 0.23, 0.37, -0.32, 0.20, 0.24, -0.40, -0.33, -0.60, 0.35, 0.24, 0.29, -0.22, -0.37, 0.48, -0.30, 0.25, -0.40, -0.31, 0.20, 0.20, -0.40, 0.21, 0.47, 0.21, 0.19, 0.21, -0.22, -0.50, 0.23, -0.84, -0.48, 0.28, 0.21, 0.19, 0.22, -0.39, 0.21, -0.23, 0.24, -0.23], "smiles": "CCCC[C@H](C#N)[C@@H](C#N)CCCCN.O=C1C=CC(=O)C=C1", "lumo_energy_ha": -0.0663, "e_above_lowest_kcal_mol": 109.1, "homo_energy_ha": -0.3201}

Record 2
{"formula": "C18H25N3O2S", "method": "ωB97M-V/def2-TZVPD", "species": ["C", "N", "H", "H", "C", "C", "H", "N", "H", "C", "N", "H", "C", "H", "C", "C", "S", "H", "H", "H", "O", "H", "H", "O", "C", "H", "H", "H", "H", "H", "C", "C", "H", "H", "H", "H", "C", "C", "C", "H", "H", "H", "C", "C", "H", "H", "C", "C", "C"], "coordinates": [[-4.86, 2.03, 0.21], [-6.16, 1.68, 0.44], [2.46, -2.08, -1.04], [-6.75, 2.46, 0.73], [7.04, 0.89, 0.85], [2.87, -1.09, -0.84], [6.17, -0.88, 1.71], [3.95, -1.25, 0.11], [7.98, 0.61, 1.33], [4.72, -0.04, 0.35], [-0.41, 0.83, -1.14], [7.82, 0.80, -1.16], [-1.66, 0.38, -0.89], [1.14, 0.34, -2.44], [-6.06, -0.69, -0.05], [-2.63, 1.37, -0.46], [-4.33, -0.69, -0.45], [4.73, 0.54, -0.57], [-8.57, -2.96, 0.07], [2.95, -2.79, 1.08], [-4.51, 3.18, 0.36], [6.45, 1.90, -0.98], [-2.35, 2.40, -0.32], [-1.98, -0.80, -1.03], [-8.13, 0.34, 0.62], [2.98, -1.28, 2.01], [6.55, 1.62, 1.50], [-6.15, -2.78, -0.45], [-9.83, -0.95, 0.75], [3.31, -0.71, -1.77], [-8.07, -2.01, 0.14], [-3.91, 0.98, -0.22], [1.25, -0.53, 0.49], [4.44, -2.27, 1.85], [0.24, -1.02, -1.72], [2.13, 0.84, -0.20], [-8.78, -0.88, 0.53], [7.35, 1.52, -0.50], [0.68, -0.04, -1.52], [6.58, -1.04, 0.00], [8.04, 2.36, -0.37], [-0.20, 1.80, -0.96], [1.73, -0.15, -0.41], [-6.77, 0.45, 0.33], [4.26, 0.58, 1.14], [-8.68, 1.22, 0.92], [6.16, -0.36, 0.75], [3.55, -1.92, 1.33], [-6.72, -1.91, -0.14]], "nbo_charge": [0.64, -0.59, 0.19, 0.41, -0.39, -0.20, 0.20, -0.44, 0.20, -0.22, -0.59, 0.20, 0.62, 0.19, -0.26, -0.30, 0.48, 0.19, 0.22, 0.20, -0.59, 0.20, 0.24, -0.64, -0.26, 0.16, 0.19, 0.22, 0.22, 0.19, -0.22, -0.23, 0.21, 0.20, 0.23, 0.19, -0.20, -0.61, -0.22, 0.20, 0.21, 0.39, -0.43, 0.21, 0.16, 0.21, -0.40, -0.41, -0.19], "smiles": "CCCCN(C)CCCNC(=O)/C=C1\\Sc2ccccc2NC1=O", "lumo_energy_ha": -0.0006, "e_above_lowest_kcal_mol": 19.7, "homo_energy_ha": -0.2909}

Record 3
{"formula": "C18H25N5OS", "method": "ωB97M-V/def2-TZVPD", "species": ["H", "H", "C", "H", "H", "H", "C", "H", "N", "H", "H", "H", "C", "H", "H", "C", "C", "C", "H", "C", "H", "O", "N", "N", "C", "H", "C", "C", "H", "H", "H", "H", "C", "C", "C", "C", "C", "H", "N", "C", "C", "H", "H", "H", "S", "H", "N", "H", "C", "H"], "coordinates": [[-1.74, -1.44, -0.97], [-3.29, 0.90, -3.64], [1.38, -1.54, 2.36], [0.35, 2.63, -3.29], [3.42, -4.10, 3.21], [3.38, 3.03, 1.25], [1.03, -0.60, 1.31], [-0.16, -0.83, 3.68], [1.91, 0.16, 0.58], [3.67, 0.92, -0.14], [2.95, -2.58, 1.30], [3.35, 0.44, 2.87], [3.33, 0.33, 0.72], [-2.77, -2.60, -1.83], [-0.90, -1.72, -3.27], [-2.59, 1.12, -2.84], [0.65, -1.54, 3.55], [2.64, -3.35, 3.28], [1.99, 2.38, 2.10], [1.87, -3.23, 4.43], [-0.62, 2.47, -1.79], [0.75, -0.23, -2.90], [-0.19, -0.33, 0.94], [0.89, -2.35, 4.55], [-3.67, -0.66, -1.49], [-5.18, 1.62, -2.02], [2.39, -2.49, 2.22], [-4.43, 1.74, -1.24], [-2.31, 2.17, -2.91], [-4.11, 2.78, -1.22], [-4.44, -0.82, -2.25], [-4.10, -0.92, -0.52], [-3.25, 0.81, -1.49], [-0.15, 0.57, -2.79], [-1.81, -1.14, -3.09], [1.10, 0.89, -0.24], [0.15, 2.02, -2.41], [-2.49, -1.29, -3.93], [-0.16, 0.60, -0.03], [3.69, 1.04, 2.03], [-2.47, -1.55, -1.78], [3.82, -0.65, 0.68], [2.04, -3.88, 5.28], [4.78, 1.11, 2.08], [1.67, 2.02, -1.42], [-4.89, 1.51, -0.28], [-1.44, 0.26, -3.03], [-2.50, 0.95, -0.70], [3.07, 2.43, 2.10], [3.39, 2.93, 3.01]], "nbo_charge": [0.23, 0.19, -0.13, 0.25, 0.22, 0.21, 0.30, 0.21, -0.37, 0.22, 0.22, 0.21, -0.21, 0.21, 0.25, -0.20, 0.07, -0.25, 0.21, 0.04, 0.24, -0.65, -0.27, -0.41, -0.39, 0.20, -0.16, -0.60, 0.21, 0.20, 0.19, 0.21, -0.25, 0.69, -0.22, 0.21, -0.62, 0.18, -0.36, -0.40, -0.41, 0.21, 0.19, 0.21, 0.29, 0.21, -0.44, 0.24, -0.61, 0.22], "smiles": "CCCn1c(SCC(=O)N2CCC[C@H](C)C2)nnc1-c1cccnc1", "lumo_energy_ha": 0.0225, "e_above_lowest_kcal_mol": 2.0, "homo_energy_ha": -0.3076}

Record 4
{"formula": "C18H25O5", "method": "ωB97M-V/def2-TZVPD", "species": ["H", "C", "C", "H", "H", "H", "H", "C", "C", "H", "C", "C", "O", "C", "O", "O", "C", "C", "O", "H", "C", "H", "H", "C", "H", "H", "C", "H", "H", "C", "H", "H", "H", "C", "C", "O", "H", "H", "H", "H", "C", "H", "C", "H", "H", "H", "C", "H"], "coordinates": [[3.01, -0.01, -1.68], [3.10, -0.82, 2.64], [2.27, -0.54, -2.27], [-4.49, -1.61, 0.39], [-2.04, 1.94, 2.24], [2.52, -1.57, 4.56], [2.09, -2.81, -4.83], [-4.07, -1.11, -0.49], [-2.67, -1.61, -0.72], [3.76, -1.71, -3.29], [-1.12, 3.00, 0.59], [-0.30, 0.86, 1.63], [2.53, -1.06, 0.21], [0.91, -0.31, -2.06], [-0.65, 1.27, -1.35], [-0.10, -2.38, 0.09], [1.62, -0.63, 0.89], [-0.54, -1.26, 0.26], [-1.85, -0.95, 0.28], [-0.96, 2.67, -0.46], [3.07, -0.73, 4.14], [-3.07, 3.82, 0.12], [4.08, -0.75, 4.53], [1.76, -2.12, -4.05], [-1.06, -0.57, -2.89], [-0.16, 3.36, 0.96], [0.31, 0.00, 0.42], [0.52, 1.46, 2.03], [-1.77, 5.02, 0.32], [-1.50, 1.71, 1.31], [-2.57, -2.69, -0.62], [2.60, 0.20, 4.48], [-4.10, -0.03, -0.36], [-2.17, 4.07, 0.69], [2.70, -1.48, -3.21], [1.72, -0.64, 2.24], [-4.68, -1.38, -1.35], [1.23, 1.40, -0.80], [3.45, -1.78, 2.27], [-2.44, 4.21, 1.74], [0.40, -1.83, -3.87], [-0.61, 0.14, 2.40], [0.41, 0.65, -0.88], [-0.35, -2.34, -4.48], [3.69, -0.01, 2.19], [-2.30, -1.31, -1.70], [-0.01, -0.87, -2.94], [-2.18, 1.12, 0.68]], "nbo_charge": [0.20, -0.07, -0.11, 0.20, 0.17, 0.21, 0.19, -0.62, -0.07, 0.19, -0.47, -0.34, -0.61, -0.02, -0.92, -0.60, 0.86, 0.86, -0.54, 0.31, -0.62, 0.19, 0.20, -0.25, 0.22, 0.16, -0.31, 0.20, 0.19, -0.40, 0.18, 0.21, 0.23, -0.59, -0.26, -0.53, 0.20, 0.11, 0.20, 0.17, -0.24, 0.20, 0.13, 0.19, 0.18, 0.20, -0.21, 0.24], "smiles": "CCCCC(C(=O)OCC)(C(=O)OCC)[C@H]([O-])c1ccccc1", "lumo_energy_ha": 0.1121, "e_above_lowest_kcal_mol": 38.0, "homo_energy_ha": -0.1207, "total_charge": -1}

| no. | orbital gap (eV) |
| --- | --- |
| 1 | 6.91 |
| 2 | 7.90 |
| 3 | 8.98 |
| 4 | 6.33 |